Record 1
The following is a quantum chemistry calculation of H4O2P2 as an isolated structure at a distorted geometry, from the Open Molecules 2025 dataset.

Total charge: 0
Highest occupied orbital energy (alpha / beta): -9.209 / -9.209 eV
Kohn-Sham gap (alpha / beta): 8.93 / 8.94 eV
E_LUMO (alpha / beta): -0.27 / -0.27 eV

Last column: natural (NBO) charge in e.
CARTESIAN COORDINATES (ANGSTROEM)
O (0.175, 1.840, -0.191)  -1.00
O (-0.730, -0.460, 1.758)  -0.98
P (-0.420, -1.482, -1.000)  -0.04
P (0.409, -0.302, 0.636)  1.02
H (1.137, 2.066, -0.440)  0.45
H (-0.560, -0.090, 2.573)  0.51
H (0.972, -1.123, -1.647)  0.02
H (-0.982, -0.448, -1.688)  0.03

Cartesian forces, eV/Å:
O 1.946 -2.702 0.636
O -1.340 -1.182 -3.213
P 2.525 -0.145 -0.551
P 0.776 3.092 -0.796
H -2.047 -0.683 0.676
H 0.825 1.421 2.882
H -2.004 -0.755 0.798
H -0.681 0.954 -0.431

=====

Record 2
The following is a quantum chemistry calculation of H4O2P3 as an isolated structure at a distorted geometry, from the Open Molecules 2025 dataset.

Total charge: -1
Highest occupied orbital energy: -3.163 eV
Kohn-Sham gap: 7.38 eV
E_LUMO: 4.22 eV

Last column: natural (NBO) charge in e.
CARTESIAN COORDINATES (ANGSTROEM)
O (2.467, -0.919, 1.802)  -1.11
O (-0.347, -1.350, -1.080)  -1.11
P (-1.271, -0.285, -0.682)  1.35
P (0.919, 1.163, 0.199)  -0.61
P (1.071, -0.390, 1.679)  0.87
H (-2.697, -0.518, -0.755)  -0.16
H (-1.149, 0.161, 0.569)  -0.10
H (-1.142, 0.842, -1.404)  -0.09
H (2.149, 1.296, -0.328)  -0.03

Cartesian forces, eV/Å:
O 0.142 -0.303 0.382
O -0.150 -1.750 -0.703
P -0.602 -0.347 -0.522
P -1.091 0.349 1.513
P 0.524 0.925 -1.018
H 0.371 -0.440 -0.174
H -0.694 0.462 1.687
H -0.447 1.224 -0.798
H 1.947 -0.119 -0.367

=====

Record 3
The following is a quantum chemistry calculation of H4O2Si2 as an isolated structure at a distorted geometry, from the Open Molecules 2025 dataset.

Total charge: 0
Highest occupied orbital energy: -9.657 eV
Kohn-Sham gap: 8.54 eV
E_LUMO: -1.12 eV

Last column: natural (NBO) charge in e.
CARTESIAN COORDINATES (ANGSTROEM)
O (-0.731, 0.904, 0.111)  -1.24
O (1.229, -1.135, 0.114)  -1.28
Si (1.433, 0.368, 0.045)  1.68
Si (-1.624, -0.327, 0.046)  1.72
H (1.811, 1.131, -1.309)  -0.24
H (1.955, 1.086, 1.148)  -0.25
H (-2.754, -0.861, 0.942)  -0.19
H (-1.319, -1.165, -1.096)  -0.20

Cartesian forces, eV/Å:
O 1.087 1.161 0.756
O -0.495 -1.043 0.068
Si -0.803 1.143 -2.446
Si 0.251 -1.677 -0.073
H -0.549 -0.783 1.412
H 0.193 0.782 0.995
H 0.787 0.810 -0.453
H -0.472 -0.394 -0.260

=====

Record 4
The following is a quantum chemistry calculation of a 2-piece molecular cluster, H4O3 overall at a distorted geometry, from the Open Molecules 2025 dataset.

Total charge: 0
Highest occupied orbital energy: -10.521 eV
Kohn-Sham gap: 10.96 eV
E_LUMO: 0.44 eV

Last column: natural (NBO) charge in e.
CARTESIAN COORDINATES (ANGSTROEM)
O (0.750, 0.648, -0.079)  -0.51
O (1.508, -0.559, 0.009)  -0.43
H (1.073, 1.486, 0.466)  0.48
H (0.841, -1.198, -0.074)  0.46
O (-2.088, -0.166, -0.063)  -0.93
H (-1.615, 0.704, -0.148)  0.47
H (-1.655, -0.381, 0.820)  0.46

Cartesian forces, eV/Å:
O -0.897 2.606 0.286
O 2.608 2.281 0.905
H 0.289 -3.489 -0.999
H -1.957 -1.255 -0.175
O 1.803 1.087 2.044
H -0.754 -1.010 -0.616
H -1.093 -0.220 -1.444

=====

For reference, M by record: 98.0; 129.0; 92.2; 52.0 g/mol.
For reference, ΔE to the lowest compared entry with this formula, charge and spin by record: 2.6531; 2.2935; 3.9726; 0.6711 eV.